Entry 1:
3 unconnected molecules or ions with the total composition C4H9Cl in a non-equilibrium geometry. Source: the Open Molecules 2025 dataset; level of theory: ωB97M-V/def2-TZVPD.

XYZ file:
```
14
Properties=species:S:1:pos:R:3:nbo_charge:R:1
C 1.804 -0.669 -0.198 -0.5987
C 0.577 -0.211 0.693 -0.4753
C -0.538 0.294 -0.464 -0.4420
C -1.836 0.887 0.199 -0.3347
H 2.286 0.185 -0.704 0.1998
H 1.714 -1.184 -1.015 0.2034
H 2.789 -0.866 0.512 0.1966
H 0.954 0.545 1.512 0.2127
H 0.488 -1.053 1.463 0.2358
H -1.284 -0.848 -1.189 0.2651
H 0.067 1.097 -1.583 0.2222
H -2.242 1.436 -0.561 0.2123
H -1.940 1.147 1.306 0.2472
Cl -2.839 -0.759 0.029 -0.1443
```

The largest force on an atom is 9.21 eV Å⁻¹. As for the lowest unoccupied orbital energy: 0.837 eV. Its gap between HOMO and LUMO is 10.0 eV.


Entry 2:
2 unconnected molecules or ions with the total composition C4H8N2O in a non-equilibrium geometry. Source: the Open Molecules 2025 dataset; level of theory: ωB97M-V/def2-TZVPD.

XYZ file:
```
15
Properties=species:S:1:pos:R:3:nbo_charge:R:1
N 1.020 0.193 -3.326 -0.3214
C 0.887 -0.033 -2.198 0.2727
C 0.738 -0.336 -0.803 -0.2408
C -0.264 -1.061 -0.307 -0.2216
C -0.381 -1.265 1.177 -0.1013
O -0.257 -0.022 1.865 -0.7357
H 1.507 0.072 -0.164 0.2463
H -0.982 -1.520 -0.973 0.2170
H 0.432 -1.933 1.487 0.1764
H -1.336 -1.745 1.425 0.1748
H -0.054 -0.218 2.788 0.4766
N -0.138 1.829 -0.346 -1.0638
H 0.031 1.853 0.653 0.3847
H -0.128 2.742 -0.770 0.3692
H -1.032 1.365 -0.472 0.3669
```

The largest force on an atom is 1.07 eV Å⁻¹. As for the lowest unoccupied orbital energy: 0.415 eV. Its gap between HOMO and LUMO is 9.4 eV.


Entry 3:
4 unconnected molecules or ions with the total composition C22H44N2O6 in a non-equilibrium geometry. Source: the Open Molecules 2025 dataset; level of theory: ωB97M-V/def2-TZVPD.

XYZ file:
```
74
Properties=species:S:1:pos:R:3:mulliken_charge:R:1
C -2.220 2.962 1.472 -0.6601
C -1.728 1.550 1.904 0.6345
O -2.304 0.848 2.808 -0.7304
O -0.570 1.340 1.547 -0.6396
H -1.871 3.704 2.190 -0.0078
H -3.305 3.046 1.411 0.3584
H -1.906 3.142 0.444 0.1074
C -1.744 4.173 5.217 -0.6821
C -0.335 3.607 5.698 0.4375
O 0.124 2.608 5.230 -0.5762
O 0.171 4.181 6.664 -0.7716
H -2.093 4.892 5.959 0.3224
H -2.517 3.455 4.943 0.2312
H -1.463 4.708 4.309 0.0426
C 1.568 0.803 -1.617 -1.6244
C 0.960 1.770 -2.653 0.7606
C 0.641 3.078 -1.816 -0.4694
C 0.191 4.272 -2.770 -0.8784
C 1.272 4.537 -3.801 -1.2443
C 1.740 3.293 -4.582 1.6512
N 1.943 2.052 -3.691 0.3409
O 2.426 0.947 -4.404 -0.5043
C 0.775 3.021 -5.742 -1.6870
C 3.126 3.595 -5.171 -1.7034
C -0.358 1.001 -3.184 -1.6660
H 0.816 0.608 -0.852 0.2100
H 2.411 1.324 -1.164 0.4600
H 1.754 -0.166 -2.081 0.5009
H -0.261 2.698 -1.337 -0.0166
H 1.468 3.275 -1.133 0.4435
H -0.203 5.080 -2.153 0.5159
H -0.741 3.931 -3.222 0.3559
H 2.141 5.115 -3.485 0.3928
H 0.884 5.197 -4.577 0.4418
H 1.281 2.344 -6.430 0.3939
H -0.102 2.501 -5.358 0.3586
H 0.513 3.979 -6.192 0.4024
H 3.621 4.275 -4.478 0.3775
H 3.702 2.682 -5.319 0.3102
H 3.075 4.058 -6.157 0.3745
H -1.011 0.611 -2.402 0.3792
H -0.101 0.232 -3.912 0.3590
H -0.991 1.691 -3.743 0.4176
H 3.376 0.973 -4.269 0.3413
C -2.405 -4.924 2.824 -1.5419
C -0.922 -4.481 3.135 1.5137
C 0.014 -5.682 2.798 -1.0905
C 0.289 -5.756 1.315 -0.8452
C 0.937 -4.498 0.866 -1.1837
C 0.009 -3.283 1.027 1.7980
N -0.561 -3.237 2.389 -0.0846
O -1.415 -2.138 2.653 -0.1077
C 1.020 -2.071 0.669 -1.9885
C -1.155 -3.197 -0.073 -1.7711
C -0.728 -4.410 4.640 -2.0237
H -2.912 -3.962 2.741 0.2646
H -2.388 -5.466 1.879 0.3667
H -2.853 -5.667 3.483 0.4420
H 0.938 -5.658 3.375 0.3709
H -0.553 -6.602 2.942 0.3655
H 0.792 -6.671 1.002 0.4105
H -0.596 -6.015 0.735 0.3334
H 1.315 -4.530 -0.156 0.5453
H 1.874 -4.408 1.416 0.4023
H 1.727 -2.024 1.497 0.4868
H 0.568 -1.097 0.479 0.2768
H 1.706 -2.188 -0.170 0.3807
H -1.867 -3.978 0.195 0.3784
H -0.932 -3.216 -1.139 0.3678
H -1.789 -2.313 0.000 0.3704
H 0.320 -4.213 4.866 0.4819
H -1.296 -3.548 4.990 0.4126
H -1.034 -5.299 5.191 0.3488
H -2.258 -2.462 2.326 0.2595
```

Its charge is -2. The largest force on an atom is 4.12 eV Å⁻¹. As for the lowest unoccupied orbital energy: 3.726 eV. Its gap between HOMO and LUMO is 4.4 eV.


Entry 4:
2 unconnected molecules or ions with the total composition C3H7NO3 in a non-equilibrium geometry. Source: the Open Molecules 2025 dataset; level of theory: ωB97M-V/def2-TZVPD.

XYZ file:
```
14
Properties=species:S:1:pos:R:3:nbo_charge:R:1
C 0.681 0.430 0.485 -0.7466
C -0.024 1.599 -0.109 0.6860
O 0.355 2.733 0.080 -0.5715
N -1.254 1.418 -0.748 -0.6573
C -1.958 0.234 -0.865 0.5285
O -2.898 0.115 -1.615 -0.5502
H 1.052 0.627 1.499 0.2510
H 0.155 -0.509 0.610 0.2361
H 1.601 0.156 -0.041 0.2603
H -1.738 2.296 -0.908 0.4283
H -1.686 -0.609 -0.232 0.1321
O 1.660 -2.551 0.596 -0.9546
H 2.328 -2.671 1.284 0.4786
H 1.724 -3.268 -0.036 0.4791
```

The largest force on an atom is 1.71 eV Å⁻¹. As for the lowest unoccupied orbital energy: 0.429 eV. Its gap between HOMO and LUMO is 10.6 eV.


Entry 5:
A molecular structure, C14H13ClN2O3Re in a non-equilibrium geometry. Source: the Open Molecules 2025 dataset; level of theory: ωB97M-V/def2-TZVPD.

XYZ file:
```
34
Properties=species:S:1:pos:R:3:nbo_charge:R:1
Cl -3.546 -2.057 -3.304 0.0128
C -1.394 2.441 -1.019 -0.2583
C -1.256 2.358 0.476 -0.2204
C -2.323 1.481 0.956 -0.2965
H -0.445 2.717 1.043 0.2820
C -3.167 1.072 -0.262 -0.0145
C -2.603 1.735 -1.363 -0.2213
H -3.129 1.806 -2.342 0.3150
H -0.748 2.900 -1.709 0.2880
H -2.554 1.077 1.919 0.3000
C -4.512 0.414 -0.089 -0.6397
Re -1.144 0.407 -0.385 0.7040
C -1.973 -1.378 -0.013 0.6073
O -2.375 -2.412 0.342 -0.3329
C -0.664 0.067 -2.336 0.6151
O -0.090 -0.003 -3.332 -0.3214
H -4.418 -0.368 0.665 0.2389
H -4.837 -0.067 -1.020 0.2604
H -5.220 1.174 0.276 0.2814
N 5.526 -0.603 1.509 -0.7687
C 4.560 -1.571 1.344 0.5863
O 4.848 -2.804 1.638 -0.5386
C 3.248 -1.149 0.860 -0.0117
C 2.960 0.186 0.596 -0.1788
C 1.684 0.520 0.168 0.0553
N 0.746 -0.452 0.040 -0.5067
C 1.016 -1.772 0.219 0.0680
C 2.271 -2.109 0.679 -0.1524
H 6.453 -0.869 1.788 0.4446
H 5.353 0.380 1.189 0.3927
H 3.651 1.024 0.694 0.2506
H 1.376 1.535 -0.087 0.2230
H 0.253 -2.502 -0.031 0.2366
H 2.455 -3.177 0.893 0.3000
```

As for the spin multiplicity: 4. Its charge is +2. The largest force on an atom is 6.57 eV Å⁻¹. As for the lowest unoccupied orbital energy (spin up / spin down): -7.507 / -10.115 eV. Its gap between HOMO and LUMO (spin up / spin down) is 8.1 / 5.4 eV.